This record from the Open Molecules 2025 dataset describes a structure of composition C17H29Br14ClO3 at a distorted geometry. The level of theory is the ωB97M-V functional and the def2-TZVPD basis.

Its spin multiplicity is 1. As for the total energy: -37387.0768 Ha. The value obtained for the orbital gap is 8.326 eV.

Element x y z (Å)
C -0.15748 -2.15037 -7.69983
C -0.08591 -2.66898 -6.62297
O -0.06864 -3.04537 -5.34050
C 1.05136 -2.52081 -4.71745
O 2.17024 -2.79629 -4.97113
O 0.76983 -1.53658 -3.76586
Cl 1.28399 -0.03444 -4.35550
H 0.26575 -1.74596 -8.61027
Br 0.05649 3.32268 -4.90428
C -1.88871 3.19739 -4.93074
C -2.38415 2.12380 -3.99872
Br -2.12806 0.34970 -4.75677
H -2.18078 3.03429 -5.96436
H -2.23967 4.17609 -4.60710
H -3.45878 2.21445 -3.84740
H -1.88300 2.12910 -3.03380
Br -2.12215 -1.18663 -0.26350
C -0.20320 -1.10608 0.07514
C 0.25343 0.30903 0.30466
Br 0.37149 1.28958 -1.36835
H 0.28717 -1.58341 -0.76954
H -0.04697 -1.70771 0.96931
H 1.26053 0.32581 0.71243
H -0.40728 0.87231 0.95674
Br -0.89974 -7.47575 -5.56491
C -0.62416 -7.61920 -7.48821
C 0.34974 -6.57954 -7.98176
Br -0.47518 -4.80845 -8.09517
H -1.60220 -7.54279 -7.95436
H -0.22873 -8.62203 -7.64409
H 0.66988 -6.81030 -8.99754
H 1.22298 -6.47409 -7.34404
Br -2.28392 1.39120 3.03624
C -3.89198 0.30212 2.90208
C -5.08358 0.99869 3.50402
Br -5.04636 0.92859 5.45143
H -3.66849 -0.65032 3.37452
H -4.03962 0.14750 1.83436
H -6.00498 0.49189 3.22199
H -5.15006 2.04746 3.22841
Br 3.60766 -0.38510 1.87308
C 4.80854 -0.08712 0.36808
C 5.12701 1.37465 0.19555
Br 3.66119 2.35489 -0.64197
H 4.33877 -0.52903 -0.50664
H 5.70963 -0.64633 0.61441
H 5.96809 1.50153 -0.48425
H 5.34330 1.87631 1.13494
Br -1.05087 3.47580 7.30887
C -2.16336 1.97588 7.85446
C -1.35165 0.91912 8.55473
Br -0.31195 -0.13181 7.28566
H -2.66130 1.61154 6.96015
H -2.90379 2.40026 8.53105
H -2.00350 0.20195 9.05119
H -0.64927 1.32711 9.27626
Br 1.31983 3.48905 4.52170
C 2.46566 3.30324 6.08263
C 3.18898 4.58714 6.39084
Br 4.67874 4.87776 5.16875
H 3.13562 2.47085 5.88550
H 1.79289 3.03815 6.89741
H 3.63987 4.54374 7.38102
H 2.55080 5.46388 6.32341

This record from the Open Molecules 2025 dataset describes a structure of composition C23H56AsGeN2PtS2Si3. The level of theory is the ωB97M-V functional and the def2-TZVPD basis.

Its expectation value of S² is 0.75. The calculation puts the relative energy (zero: lowest compared OMol25 entry of this formula, charge and spin) at 0.0 kJ/mol. Its spin multiplicity is 2. As for the total energy: -7115.9684 Ha. The charge is +2. The value obtained for the orbital gap (spin up / spin down) is 8.237 / 5.888 eV.

Element x y z (Å)
Pt 0.27302 0.46548 -0.10426
S 2.63685 0.30368 0.02860
C 3.04823 1.11790 1.45059
N 4.30479 1.28970 1.82468
C 4.52654 1.77195 3.18984
C 3.27320 2.56361 3.54026
S 1.92776 1.77212 2.59073
H 5.05677 0.90313 1.27120
H 5.41820 2.39379 3.22590
H 4.66102 0.91843 3.85744
H 3.34655 3.60410 3.23049
H 3.04026 2.51689 4.60030
C -0.01284 5.88739 0.03518
C 0.77586 5.09604 -1.01781
C 0.20536 5.33508 -2.42315
C 2.26843 5.45069 -0.96569
C 0.63722 3.66316 -0.70712
N 0.53143 2.54857 -0.46474
H 0.09792 6.95050 -0.17657
H 0.36261 5.69703 1.04087
H -1.07518 5.64379 0.00368
H 0.29556 6.39540 -2.65749
H -0.84979 5.06470 -2.47511
H 0.75365 4.76941 -3.17590
H 2.38214 6.50691 -1.20808
H 2.84005 4.86924 -1.68849
H 2.67948 5.28248 0.03009
C -3.67262 0.02464 1.91722
C -3.52088 -0.16982 0.41220
As -2.08460 0.88727 -0.36524
C -2.49982 1.05052 -2.26244
C -3.94550 1.41372 -2.57943
C -2.53180 2.67037 0.29724
C -1.94006 3.03758 1.65369
H -4.39650 -0.68720 2.31389
H -4.03928 1.02232 2.15443
H -2.73122 -0.12274 2.45126
H -4.42879 0.14205 -0.10650
H -3.35012 -1.21233 0.16087
H -2.20210 0.12137 -2.74809
H -1.80797 1.81669 -2.62193
H -4.63254 0.60912 -2.31849
H -4.05626 1.59821 -3.64771
H -4.26576 2.31648 -2.05797
H -3.62236 2.71592 0.32111
H -2.20365 3.36761 -0.47622
H -2.26502 2.35792 2.43988
H -2.25665 4.04166 1.93908
H -0.85150 3.01970 1.63120
C -1.26978 -5.40675 -0.37418
Si -1.65906 -3.61059 -0.14141
C -2.54685 -2.96094 -1.65287
C -2.45474 -3.27284 1.50988
Ge 0.35653 -1.95338 -0.15376
Si 1.37817 -3.04274 1.81649
C 3.21500 -3.06779 1.44225
C 0.92608 -1.99686 3.29385
C 0.89261 -4.82086 2.09961
Si 1.19796 -2.42618 -2.40397
C 3.01051 -1.96127 -2.38774
C 1.05678 -4.23059 -2.86433
C 0.26552 -1.34618 -3.61099
H -2.17045 -5.84860 -0.81568
H -1.07038 -5.92132 0.56233
H -0.45070 -5.59540 -1.06446
H -3.59695 -3.26807 -1.59832
H -2.11444 -3.41880 -2.54402
H -2.51493 -1.88024 -1.77589
H -3.53114 -3.46111 1.44329
H -2.30811 -2.25431 1.86331
H -2.04795 -3.95372 2.25806
H 3.62313 -2.12597 1.08503
H 3.43349 -3.84112 0.70266
H 3.73408 -3.34476 2.36540
H 1.06953 -0.93226 3.10724
H 1.54150 -2.28402 4.15093
H -0.11824 -2.15284 3.57282
H 1.06571 -5.44655 1.22368
H -0.13214 -4.95984 2.44041
H 1.54718 -5.19383 2.89386
H 3.57080 -2.51131 -1.62989
H 3.18271 -0.89487 -2.23988
H 3.42691 -2.22768 -3.36374
H 1.52116 -4.88282 -2.12218
H 1.59386 -4.37912 -3.80534
H 0.02981 -4.55865 -3.02632
H 0.32603 -0.29419 -3.32332
H -0.78637 -1.62467 -3.69061
H 0.70713 -1.44924 -4.60570

This record from the Open Molecules 2025 dataset describes a cluster of 2 separate species, C16H33N3O7 in total at a distorted geometry. The level of theory is the ωB97M-V functional and the def2-TZVPD basis.

The calculation puts the relative energy (zero: lowest compared OMol25 entry of this formula, charge and spin) at 0.0 kJ/mol. Its spin multiplicity is 1. The SMILES is N[C@H]1C[C@](O)(CO)[C@@H](O)[C@H](O)[C@H]1O.CC[C@@H](C)[C@H](NC(C)=O)C(=O)NC. As for the total energy: -1320.4341 Ha. The value obtained for the orbital gap is 9.416 eV.

Element x y z (Å)
N -1.61043 0.86579 -5.70508
C -0.44276 0.20471 -5.11466
C -0.33422 0.63016 -3.64705
C -1.40762 0.00222 -2.72779
O -2.69174 0.55717 -3.03358
C -1.09069 0.33463 -1.25803
O 0.20886 -0.12865 -0.86253
C -1.52137 -1.52574 -2.91921
O -2.67087 -2.03053 -2.21900
C -1.68169 -1.89629 -4.39846
O -1.70859 -3.32410 -4.54591
C -0.53825 -1.32828 -5.24749
O -0.75878 -1.69595 -6.62337
H -2.33274 0.97727 -4.98108
H -1.97398 0.32306 -6.48839
H 0.45439 0.54177 -5.64600
H -0.39426 1.72084 -3.57844
H 0.65838 0.33777 -3.29245
H -3.35671 0.00392 -2.57725
H -1.84806 -0.11635 -0.60805
H -1.14219 1.41956 -1.12377
H 0.33151 0.01680 0.09170
H -0.61708 -2.00663 -2.53110
H -2.75588 -2.98089 -2.42350
H -2.62691 -1.47982 -4.76278
H -1.69168 -3.53031 -5.49964
H 0.40467 -1.76331 -4.89766
H -0.11297 -1.24707 -7.19787
C -0.34697 2.64507 1.51439
C 0.38513 2.05021 2.72115
C 1.11187 0.71855 2.43489
C 2.31165 0.89579 1.48590
C 1.53281 -0.06908 3.71186
N 0.78778 -1.34402 3.79179
C -0.53662 -1.48039 3.90993
C -1.03128 -2.87489 4.21532
O -1.33960 -0.57477 3.73582
C 1.52609 0.73257 5.04272
O 0.68742 0.53815 5.90863
N 2.48078 1.62866 5.31701
C 3.65341 2.00920 4.53125
H 0.34870 2.87005 0.70713
H -0.84171 3.56906 1.81544
H -1.10412 1.94193 1.16880
H -0.36304 1.88705 3.49735
H 1.09958 2.78585 3.08974
H 0.40355 0.09955 1.88247
H 2.76566 -0.07264 1.27306
H 3.05842 1.55452 1.92023
H 1.99107 1.33042 0.54015
H 2.57097 -0.36350 3.57300
H 1.33034 -2.17828 3.93496
H -2.12030 -2.86441 4.22891
H -0.68228 -3.56126 3.44664
H -0.65963 -3.17974 5.19167
H 2.35732 2.08048 6.21134
H 4.40643 2.44279 5.19161
H 4.09174 1.14192 4.03654
H 3.37650 2.75939 3.78873

This record from the Open Molecules 2025 dataset describes a structure of composition C23H37AsClN3Tc at a distorted geometry. The level of theory is the ωB97M-V functional and the def2-TZVPD basis.

Its expectation value of S² is 0.76. The calculation puts the relative energy (zero: lowest compared OMol25 entry of this formula, charge and spin) at 120.7 kJ/mol. Its spin multiplicity is 2. As for the total energy: -3839.0565 Ha. The charge is +2. The value obtained for the orbital gap (spin up / spin down) is 5.825 / 5.963 eV.

Element x y z (Å)
Tc -0.06241 1.28780 -0.24504
C 0.87242 -1.90922 2.32237
C 1.76705 -0.68501 2.45984
As 1.99991 0.29503 0.81203
C 2.66949 -0.99027 -0.47113
C 3.90973 -1.75789 -0.02497
C 3.34461 1.65061 1.14016
C 4.46143 1.22822 2.09335
H 0.76859 -2.39659 3.29133
H 1.29114 -2.64281 1.63195
H -0.12620 -1.65362 1.97236
H 2.77952 -0.96398 2.75442
H 1.39211 0.01843 3.20393
H 2.84408 -0.42470 -1.38502
H 1.83386 -1.66575 -0.66784
H 4.77358 -1.10614 0.08633
H 4.16038 -2.50242 -0.78065
H 3.75546 -2.28930 0.91419
H 2.80294 2.50865 1.53711
H 3.72204 1.94128 0.15842
H 4.08622 1.05476 3.10125
H 5.19225 2.03433 2.15487
H 4.98852 0.33405 1.76820
Cl 0.57372 3.45418 -0.11551
C 2.66302 1.13615 -4.05119
C 1.14741 1.03431 -3.94130
C 0.47024 1.93234 -4.97069
C 0.68872 -0.41298 -4.08089
N 0.81838 1.51045 -2.55109
N -0.58243 1.50618 -2.23872
H 2.96584 0.95981 -5.08227
H 3.16083 0.39529 -3.42526
H 3.01871 2.13134 -3.77237
H 0.70953 1.58609 -5.97558
H 0.81445 2.96540 -4.88565
H -0.61937 1.91707 -4.88499
H 1.13451 -0.85019 -4.97330
H -0.39422 -0.50609 -4.20669
H 1.00946 -1.01192 -3.22443
H 1.11450 2.47921 -2.44045
H -1.00783 0.66943 -2.63143
H -1.08886 2.32222 -2.58550
N -1.26529 0.19208 0.42616
C -2.32486 -0.20790 1.10547
C -2.70198 -1.60932 0.98563
C -2.41308 -2.32899 -0.18323
C -2.77517 -3.65598 -0.28569
C -3.40847 -4.28331 0.78558
C -3.67379 -3.58806 1.95783
C -3.33116 -2.25124 2.06040
C -3.02732 0.75217 1.93996
C -2.33915 1.82531 2.52712
C -3.01928 2.75259 3.28810
C -4.39649 2.62759 3.45843
C -5.08978 1.57553 2.87370
C -4.41161 0.63159 2.12355
H -1.92353 -1.83425 -1.01249
H -2.57241 -4.20765 -1.19352
H -3.69673 -5.32323 0.70222
H -4.14493 -4.08908 2.79247
H -3.51437 -1.71258 2.98074
H -1.26332 1.90585 2.42253
H -2.48486 3.56614 3.75903
H -4.93063 3.35667 4.05310
H -6.16048 1.49363 2.99962
H -4.95460 -0.17134 1.64316

This record from the Open Molecules 2025 dataset describes a structure of composition C20H32N7O4SSeV. The level of theory is the ωB97M-V functional and the def2-TZVPD basis.

Its expectation value of S² is 3.76. The calculation puts the relative energy (zero: lowest compared OMol25 entry of this formula, charge and spin) at 18.9 kJ/mol. Its spin multiplicity is 4. As for the total energy: -5209.3969 Ha. The charge is -1. The value obtained for the orbital gap (spin up / spin down) is 5.617 / 6.944 eV.

Element x y z (Å)
V 0.38752 0.76196 0.48006
N 0.64802 2.63314 -0.71172
C 1.98804 2.50544 -1.32006
C 2.95141 2.07274 -0.21335
O 4.04859 2.63598 -0.09994
N 2.43401 1.10970 0.54882
C 2.89703 1.01252 1.91618
C 1.76647 1.45581 2.88184
O 2.03602 1.55233 4.07679
O 0.61938 1.67520 2.33660
H 0.62671 3.40690 -0.05522
H -0.07239 2.77356 -1.41007
H 1.93594 1.73651 -2.09301
H 2.35863 3.43007 -1.76425
H 3.15334 -0.02024 2.18279
H 3.78688 1.61315 2.10707
Se -1.45166 -1.07401 -3.88158
C -0.65109 -0.54471 -2.39080
N -0.12594 -0.19708 -1.41156
C -4.75221 4.39793 0.97514
N -3.39479 3.86654 0.98720
C -2.87435 3.69175 2.33842
C -3.03190 2.94822 0.03322
S -2.28036 1.51695 0.42623
N -3.30436 3.28423 -1.25379
C -3.14244 2.31290 -2.32743
C -3.37426 4.66758 -1.69649
H -5.38923 3.81540 1.64976
H -5.18399 4.35145 -0.01887
H -4.75045 5.43554 1.31357
H -3.01097 4.63230 2.87400
H -1.81805 3.43674 2.31016
H -3.39965 2.89478 2.87267
H -3.33246 1.30949 -1.96129
H -2.13057 2.32451 -2.74225
H -3.84830 2.55323 -3.12372
H -3.13597 5.34040 -0.87782
H -4.36340 4.91626 -2.09039
H -2.64529 4.82120 -2.49567
C 1.96309 -2.96720 -2.32547
C 1.10704 -3.89699 -1.47651
N 1.86585 -4.61366 -0.44749
C 2.80155 -5.63549 -0.90932
C 4.25586 -5.22997 -0.70034
C 1.63732 -4.56454 0.89022
O 2.12860 -5.37138 1.67098
C 0.76909 -3.45978 1.40265
C -0.26600 -3.74683 2.28412
C -1.10075 -2.72638 2.70645
C -0.88590 -1.44899 2.21628
N 0.15742 -1.15876 1.43465
C 0.97290 -2.13973 1.05010
H 1.32446 -2.45555 -3.04699
H 2.72624 -3.52737 -2.86995
H 2.45577 -2.20936 -1.71450
H 0.63690 -4.64269 -2.12467
H 0.30101 -3.33581 -1.01279
H 2.60059 -5.80611 -1.96766
H 2.59942 -6.56027 -0.36790
H 4.48405 -4.31013 -1.23965
H 4.92162 -6.01860 -1.05570
H 4.44309 -5.07016 0.36065
H -0.41269 -4.76525 2.62135
H -1.92723 -2.92577 3.37373
H -1.53527 -0.61788 2.46189
H 1.80196 -1.85172 0.41458

This record from the Open Molecules 2025 dataset describes the molecule C7H13NO at a distorted geometry. The level of theory is the ωB97M-V functional and the def2-TZVPD basis.

The calculation puts the relative energy (zero: lowest compared OMol25 entry of this formula, charge and spin) at 312.0 kJ/mol. Its spin multiplicity is 1. The SMILES is C[C@@]12CNC[C@@H](O)[C@H]1C2. As for the total energy: -404.4086 Ha. The value obtained for the orbital gap is 9.372 eV.

Element x y z (Å)
C -0.50039 -0.97350 1.56952
C -0.89138 -0.55056 0.08805
C -1.69701 0.70676 0.03084
N -0.69155 1.75949 -0.22333
C 0.72612 1.47772 0.20609
C 1.30926 0.23774 -0.52973
O 2.11662 -0.59598 0.27577
C 0.08672 -0.51423 -1.08323
C -0.72145 -1.74257 -0.83916
H -0.53976 -0.11005 2.24696
H -1.21282 -1.70318 1.94704
H 0.48750 -1.38034 1.60441
H -2.39426 0.54447 -0.75038
H -2.26608 0.84680 0.95692
H -0.98950 2.65759 0.13745
H 1.34620 2.38605 0.00649
H 0.79296 1.29302 1.26347
H 1.97614 0.63955 -1.34145
H 2.73446 0.00870 0.69678
H -0.29335 -0.02259 -1.96348
H -0.19188 -2.63164 -0.46618
H -1.41300 -1.92525 -1.63515

This record from the Open Molecules 2025 dataset describes a structure of composition C10H29O13P3 at a distorted geometry. The level of theory is the ωB97M-V functional and the def2-TZVPD basis.

Its spin multiplicity is 1. As for the total energy: -2400.6567 Ha. The value obtained for the orbital gap is 9.662 eV.

Element x y z (Å)
C -0.32323 -1.58916 4.54306
C -0.64427 -2.77375 3.65153
O 0.20247 -2.76945 2.49222
O -0.09021 -1.52244 1.84959
P 0.87832 -1.41933 0.59649
O 0.59060 -2.45013 -0.34003
O 0.72665 0.02476 -0.10295
P -0.66604 0.85641 0.14081
O -0.92425 1.20711 1.52279
O 2.42926 -1.49515 1.03282
P 2.89304 -0.66248 2.34996
O 3.18795 -1.54499 3.43030
O 4.20126 0.07037 1.84421
O 1.82856 0.42196 2.74588
H -0.65469 -1.74768 5.56610
H -0.81131 -0.68621 4.19776
H 0.74148 -1.38883 4.57531
H -1.65347 -2.65059 3.26354
H -0.52312 -3.71581 4.16629
H -0.49091 2.06643 -0.54894
H -1.76571 0.22883 -0.46749
H 4.52849 0.58700 2.60323
H 1.91938 1.23228 2.21104
C -5.50533 -3.37180 -0.47918
O -5.72977 -3.18017 -1.86514
C -6.00199 -1.83097 -2.20664
C -4.78398 -1.14402 -2.78433
O -3.75014 -1.01220 -1.81988
C -2.72557 -1.98723 -1.95749
H -5.06422 -4.35845 -0.34754
H -4.82091 -2.62490 -0.07076
H -6.45418 -3.33560 0.06696
H -6.37804 -1.27939 -1.33958
H -6.79004 -1.84308 -2.96615
H -5.06542 -0.13269 -3.09469
H -4.42323 -1.67899 -3.66749
H -2.08369 -1.73587 -2.80857
H -3.12482 -2.99388 -2.09012
H -2.12477 -1.97201 -1.04949
C 4.05714 4.55284 -2.97133
O 3.85605 3.15354 -2.87062
C 4.72333 2.53019 -1.93538
C 4.02338 2.25230 -0.62414
O 3.66283 3.45494 0.04697
C 2.29888 3.78922 -0.11706
H 3.20485 4.97369 -3.50271
H 4.12667 5.02595 -1.98925
H 4.96629 4.76488 -3.54369
H 5.61809 3.13781 -1.77142
H 5.03801 1.57753 -2.37176
H 4.70918 1.71070 0.03387
H 3.14335 1.62047 -0.78609
H 1.67887 3.13641 0.51325
H 1.97857 3.70154 -1.15815
H 2.16032 4.82013 0.20406